ORCA calculation (ωB97M-V/def2-TZVPD) on a molecular structure, C24H28ClN2PPdS at a distorted geometry.

E_LUMO (alpha / beta) ... -0.274 / -0.274 hartree
HOMO level (alpha / beta) ... -0.5168 / -0.5167 Ha
Total charge ... +2

Atoms and positions in Å:
Pd -1.1511 -0.5709 0.2164
C -2.8128 -3.1514 0.6397
C -1.4382 -3.6000 0.1799
N -0.4080 -2.7362 0.7826
C -0.2079 -2.8908 2.2365
C -0.0231 -1.5592 2.9692
S -1.2825 -0.2832 2.6376
C -2.8707 -1.1102 2.9480
C -3.7419 -1.1016 1.7066
N -3.0339 -1.6697 0.5315
H -3.5660 -3.6821 0.0625
H -2.9604 -3.4346 1.6782
H -1.2989 -4.6539 0.4330
H -1.3600 -3.5061 -0.8997
H 0.4629 -2.8661 0.2965
H -1.0578 -3.4258 2.6518
H 0.6686 -3.5017 2.4415
H 0.0289 -1.7192 4.0444
H 0.8971 -1.0674 2.6573
H -2.6681 -2.1114 3.3245
H -3.3653 -0.5552 3.7394
H -4.6561 -1.6558 1.9183
H -4.0214 -0.0821 1.4605
H -3.5852 -1.4764 -0.2918
Cl -1.3325 -0.8464 -2.2668
C 0.3273 -0.6536 -2.8403
C 0.6532 -1.1808 -4.0694
C 1.9581 -1.0236 -4.5269
C 2.8909 -0.3391 -3.7662
C 2.5354 0.1827 -2.5270
C 1.2372 0.0366 -2.0483
P 0.7399 0.6846 -0.4349
C -0.2913 2.1408 -0.8108
C -0.3872 2.6571 -2.1020
C -1.2040 3.7502 -2.3561
C -1.9269 4.3346 -1.3265
C -1.8107 3.8463 -0.0311
C -0.9956 2.7546 0.2273
C 2.1788 1.3109 0.4087
C 3.0434 0.4103 1.0417
C 4.1895 0.8805 1.6611
C 4.4642 2.2448 1.6554
C 3.6015 3.1378 1.0331
C 2.4485 2.6796 0.4115
H -0.0877 -1.7059 -4.6604
H 2.2382 -1.4479 -5.4846
H 3.9009 -0.2073 -4.1351
H 3.2647 0.7228 -1.9348
H 0.1835 2.2165 -2.9119
H -1.2673 4.1536 -3.3598
H -2.5662 5.1862 -1.5300
H -2.3442 4.3253 0.7812
H -0.8441 2.4360 1.2504
H 2.8290 -0.6549 1.0359
H 4.8674 0.1911 2.1480
H 5.3583 2.6144 2.1437
H 3.8262 4.1974 1.0315
H 1.7731 3.3756 -0.0713

Forces on the atoms, in the same order (eV/Å):
Pd 0.020 -0.019 0.059
C -0.104 0.032 -0.034
C 0.102 0.360 0.228
N 0.280 -0.456 0.286
C -0.140 0.173 -0.336
C -0.201 -0.069 -0.040
S 0.581 0.212 -0.517
C 0.020 -0.020 -0.084
C 0.063 -0.094 0.063
N 0.856 0.144 0.171
H -0.155 0.004 -0.016
H -0.084 0.025 0.060
H -0.067 -0.061 0.013
H 0.073 0.007 -0.124
H 0.263 -0.190 -0.075
H -0.042 -0.065 0.070
H 0.095 -0.090 0.065
H -0.006 -0.025 0.045
H 0.098 0.041 0.048
H -0.032 0.012 -0.007
H -0.057 0.015 0.104
H -0.128 -0.099 -0.068
H -0.024 0.136 -0.055
H -0.238 -0.020 -0.161
Cl -0.003 0.033 -0.016
C 0.057 -0.016 0.025
C -0.144 -0.016 -0.051
C 0.021 -0.029 -0.082
C 0.063 0.065 0.041
C 0.075 0.091 -0.084
C 0.141 -0.366 0.292
P -1.759 0.839 -0.259
C 0.229 0.033 -0.160
C 0.007 -0.109 -0.063
C 0.000 0.023 -0.058
C -0.035 0.057 -0.032
C 0.025 -0.050 0.062
C 0.103 0.192 0.058
C 0.070 -0.490 0.390
C 0.071 0.080 -0.002
C -0.039 -0.018 0.001
C 0.017 0.010 0.011
C 0.008 0.010 0.007
C 0.055 0.003 -0.009
H 0.056 0.032 0.038
H -0.033 0.061 0.078
H -0.064 -0.027 0.045
H -0.005 -0.061 -0.012
H -0.055 0.026 0.013
H 0.002 -0.047 0.059
H 0.054 -0.066 0.022
H 0.038 -0.026 -0.042
H -0.135 -0.144 0.067
H 0.030 0.048 -0.019
H -0.025 0.026 -0.018
H -0.052 -0.028 -0.040
H -0.021 -0.057 0.006
H 0.072 -0.032 0.040

=====

ORCA calculation (ωB97M-V/def2-TZVPD) on a molecular structure, C6H10IN3O4Pt at a distorted geometry.

Energy above the lowest of the compared OMol25 structures with the same formula, charge and spin ... 147.5 kJ/mol
E_LUMO ... -0.027 hartree
HOMO level ... -0.2931 Ha
Total charge ... 0

Atoms and positions in Å:
Pt 0.0746 -0.0015 -0.0229
N 0.9600 -0.7432 1.9884
C 2.3260 -0.2002 1.8752
C 2.8627 -0.5161 0.4877
O 3.9952 -0.9419 0.3219
N 1.9657 -0.2253 -0.4744
C 2.2153 -0.5603 -1.8605
C 1.1315 -1.5419 -2.3266
O 1.3955 -2.3589 -3.1834
O -0.0305 -1.3277 -1.7627
H 0.5337 -0.5034 2.8745
H 0.9846 -1.7521 1.9002
H 3.0150 -0.5998 2.6175
H 2.2706 0.8818 1.9872
H 3.2041 -0.9739 -2.0185
H 2.0404 0.2958 -2.5213
N -4.1359 0.0141 -0.0286
C -2.8778 0.2156 -0.4154
O -1.9834 0.3168 0.4439
C -2.6382 0.3985 -1.8866
I -3.2290 -1.3229 -3.0023
H -4.3277 -0.1304 0.9487
H -4.8642 -0.1648 -0.6988
H -1.5844 0.5690 -2.0768
H -3.2362 1.2270 -2.2560

Forces on the atoms, in the same order (eV/Å):
Pt 0.801 -1.861 -0.364
N -0.311 1.007 -0.258
C 0.240 -0.101 0.227
C 0.070 0.132 -0.248
O 0.043 0.086 0.022
N -0.067 0.288 0.293
C -0.683 -0.457 -0.246
C 1.089 0.419 -0.044
O -0.764 -0.083 0.157
O -0.691 0.712 0.271
H -0.054 -0.013 -0.011
H -0.176 -0.011 -0.049
H -0.019 -0.093 0.004
H 0.022 0.010 0.066
H 0.089 0.051 0.095
H 0.377 0.240 0.202
N -0.128 0.050 0.141
C -0.114 0.107 -0.016
O 0.159 -0.324 -0.199
C 0.042 -0.187 -0.018
I 0.002 0.096 0.023
H 0.025 -0.012 0.003
H 0.038 0.007 -0.048
H 0.021 -0.091 -0.026
H -0.010 0.027 0.023

=====

ORCA calculation (ωB97M-V/def2-TZVPD) on a molecular structure, C36H52AsBN10PbSeSi2.

E_LUMO ... -0.037 hartree
HOMO level ... -0.2329 Ha
Total charge ... 0

Atoms and positions in Å:
Pb -0.2310 -0.3639 -0.1162
C -1.9944 -4.1550 -3.9892
C -1.9745 -2.6965 -3.5236
C -0.5407 -2.2099 -3.3627
C -2.7732 -2.5524 -2.2567
C -4.1473 -2.8019 -2.0760
C -4.3531 -2.6213 -0.7270
N -3.1803 -2.2775 -0.1611
N -2.2069 -2.2243 -1.1001
B -2.9475 -2.0357 1.3523
N -1.6793 -2.7502 1.8521
C -1.7069 -3.8261 2.6612
C -0.4546 -4.3897 2.6868
C 0.3145 -3.5842 1.8258
N -0.4271 -2.5910 1.3468
C 1.7525 -3.8009 1.4352
C 2.6257 -3.9540 2.6825
C 2.2915 -2.7138 0.5134
N -3.0329 -0.5142 1.6849
C -4.1299 0.0091 2.2500
C -4.0156 1.3790 2.2525
C -2.7735 1.6432 1.6636
N -2.1791 0.4858 1.3203
C -2.2016 3.0357 1.5617
C -1.3170 3.3362 2.7765
C -1.4988 3.3718 0.2497
H -1.4464 -4.2690 -4.9274
H -3.0137 -4.5119 -4.1422
H -1.5252 -4.7934 -3.2364
H -2.4641 -2.0907 -4.2936
H -0.0284 -2.7821 -2.5831
H -0.5081 -1.1575 -3.0837
H 0.0135 -2.3350 -4.2958
H -4.8709 -3.0995 -2.8183
H -5.2427 -2.7263 -0.1251
H -3.8806 -2.5254 1.9331
H -2.6240 -4.1188 3.1478
H -0.1393 -5.2638 3.2322
H 1.7814 -4.7502 0.8893
H 2.5324 -3.0748 3.3231
H 3.6768 -4.0672 2.4075
H 2.3333 -4.8277 3.2677
H 2.2850 -1.7355 1.0037
H 1.7008 -2.6517 -0.4071
H 3.3236 -2.9342 0.2315
H -4.9164 -0.6371 2.6058
H -4.7133 2.1024 2.6432
H -3.0779 3.6878 1.6334
H -0.4348 2.6994 2.7731
H -1.8662 3.1767 3.7073
H -0.9728 4.3731 2.7489
H -0.6128 2.7538 0.0966
H -1.1576 4.4092 0.2784
H -2.1732 3.2613 -0.6019
Se -0.8866 4.4030 -7.0737
N -2.0746 3.7470 -5.9196
C -1.4040 3.0518 -5.0466
C -2.0263 2.3340 -3.9376
C -3.4108 2.2853 -3.7711
C -3.9343 1.5508 -2.7323
C -3.0537 0.9022 -1.8703
N -1.7373 0.9645 -2.0053
C -1.2163 1.6488 -3.0308
C 0.2553 1.6100 -3.2101
N 0.9690 0.9049 -2.3235
C 2.2708 0.7733 -2.5077
C 2.9496 1.3375 -3.5852
C 2.2333 2.0901 -4.4850
C 0.8570 2.2356 -4.3027
C 0.0278 3.0001 -5.2302
N 0.5040 3.6530 -6.2512
H -4.0428 2.8159 -4.4716
H -5.0011 1.4692 -2.5758
H -3.4239 0.3139 -1.0359
H 2.7998 0.2009 -1.7530
H 4.0161 1.1928 -3.6898
H 2.7048 2.5667 -5.3345
C 4.7329 2.6038 2.3056
Si 3.8794 1.6483 0.9293
C 4.0361 2.7143 -0.6313
C 4.9118 0.0903 0.6607
As 1.6343 1.3740 1.4026
Si 1.7003 0.6941 3.6274
C 0.0881 -0.1818 4.0308
C 3.1333 -0.4443 4.1023
C 1.8252 2.1882 4.7640
H 5.7623 2.8357 2.0105
H 4.7707 2.0464 3.2426
H 4.2108 3.5454 2.4905
H 4.4849 3.6767 -0.3675
H 3.0647 2.9211 -1.0866
H 4.6790 2.2484 -1.3850
H 5.9395 0.3747 0.4079
H 4.5306 -0.5390 -0.1469
H 4.9451 -0.5244 1.5644
H 0.0070 -1.1411 3.5125
H -0.7728 0.4266 3.7345
H 0.0179 -0.3687 5.1078
H 3.4626 -1.0802 3.2767
H 2.8337 -1.0948 4.9310
H 3.9916 0.1386 4.4421
H 0.9368 2.8210 4.6885
H 2.6941 2.8007 4.5124
H 1.9264 1.8642 5.8062

Forces on the atoms, in the same order (eV/Å):
Pb 0.346 -0.028 0.249
C -0.010 -0.026 -0.008
C -0.020 -0.003 0.025
C 0.057 -0.018 0.037
C 0.015 0.062 0.025
C 0.002 -0.016 -0.026
C -0.011 0.018 0.028
N 0.040 -0.015 -0.006
N -0.108 -0.100 0.030
B -0.004 -0.009 -0.033
N 0.042 0.020 -0.027
C -0.014 0.000 -0.004
C 0.025 -0.013 -0.031
C 0.035 0.064 0.050
N -0.221 -0.005 -0.025
C -0.037 0.024 0.054
C 0.013 0.015 0.036
C -0.023 0.014 -0.022
N 0.036 0.061 0.032
C -0.002 -0.029 -0.002
C 0.009 0.031 0.037
C 0.069 -0.076 0.006
N -0.159 0.038 -0.097
C -0.003 -0.019 0.009
C -0.019 0.030 -0.007
C 0.014 -0.025 -0.013
H -0.016 0.002 0.022
H 0.016 0.002 0.004
H -0.008 0.013 -0.023
H 0.003 0.027 -0.030
H -0.023 0.023 -0.032
H 0.009 0.022 0.016
H -0.023 0.006 0.013
H 0.029 0.009 0.040
H 0.042 -0.005 -0.027
H 0.025 0.001 -0.005
H 0.056 0.020 -0.033
H -0.012 0.031 -0.021
H 0.011 -0.008 -0.015
H 0.010 -0.053 -0.034
H -0.029 -0.013 0.003
H 0.003 0.035 -0.013
H -0.010 0.006 0.005
H 0.019 -0.005 0.023
H -0.030 -0.004 0.009
H 0.050 0.040 -0.023
H 0.039 -0.036 -0.021
H -0.006 0.008 -0.012
H 0.011 -0.004 -0.017
H 0.019 -0.005 -0.028
H -0.028 -0.023 0.001
H -0.016 -0.008 -0.008
H -0.007 -0.022 0.001
H 0.014 -0.015 0.015
Se -0.014 0.125 -0.151
N 0.007 0.046 -0.088
C 0.037 -0.109 0.167
C -0.020 0.037 -0.071
C 0.005 0.022 -0.014
C -0.023 -0.002 0.007
C 0.060 -0.025 0.056
N -0.044 -0.008 -0.042
C 0.044 -0.033 0.035
C -0.082 -0.016 -0.002
N -0.040 0.014 -0.020
C -0.049 -0.016 0.009
C 0.024 -0.022 -0.021
C -0.015 0.003 -0.019
C -0.013 0.035 -0.037
C -0.008 -0.121 0.167
N -0.019 0.046 -0.079
H 0.004 -0.010 0.011
H 0.021 0.002 -0.005
H 0.013 0.023 -0.025
H 0.033 -0.008 0.006
H -0.025 0.013 0.004
H -0.001 -0.004 0.010
C 0.010 0.041 0.015
Si 0.073 -0.061 -0.045
C -0.006 0.060 -0.027
C 0.024 -0.017 0.006
As -0.126 -0.006 -0.035
Si -0.035 -0.079 0.035
C -0.084 -0.006 -0.017
C 0.015 -0.050 -0.066
C -0.001 0.047 0.048
H -0.043 -0.014 0.014
H -0.009 -0.011 0.005
H 0.021 -0.015 0.010
H -0.023 -0.037 -0.018
H 0.076 0.012 0.044
H -0.025 0.031 0.055
H -0.033 -0.030 0.018
H -0.031 0.012 -0.020
H -0.005 0.041 -0.039
H 0.014 0.012 0.015
H 0.049 -0.050 0.032
H 0.009 0.007 -0.040
H -0.043 0.062 0.074
H 0.006 0.037 -0.024
H 0.038 0.005 -0.034
H 0.054 -0.031 0.001
H -0.024 -0.015 0.020
H -0.014 0.023 -0.050

=====

ORCA calculation (ωB97M-V/def2-TZVPD) on a molecular structure, C38H36AsN2O7PS5V at a distorted geometry.

Energy above the lowest of the compared OMol25 structures with the same formula, charge and spin ... 168.0 kJ/mol
<S²> ... 3.779
E_LUMO (alpha / beta) ... 0.147 / 0.147 hartree
HOMO level (alpha / beta) ... -0.0166 / -0.0664 Ha
Total charge ... -2
Spin multiplicity ... 4

Atoms and positions in Å:
V 0.0741 0.6367 -0.1768
O -0.1419 -0.1313 4.2397
C -1.4652 0.0271 4.3433
C -2.0367 -0.1030 5.6104
C -3.3923 0.0832 5.8014
C -4.2066 0.3987 4.7199
C -3.6585 0.4970 3.4546
C -2.2939 0.3061 3.2353
C -1.7330 0.4240 1.8767
O -0.4690 0.3144 1.6766
N -2.5595 0.5844 0.8750
N -1.9193 0.6429 -0.3490
C -2.8180 0.5382 -1.2920
S -2.6275 0.6217 -3.0239
C -4.4349 0.9502 -3.2852
C -5.2128 0.0755 -2.3393
S -4.4684 0.2736 -0.6806
H 0.1081 0.1519 3.3231
H -1.3794 -0.3371 6.4383
H -3.8110 -0.0089 6.7968
H -5.2658 0.5725 4.8672
H -4.2751 0.7329 2.5979
H -4.6463 0.7318 -4.3329
H -4.6068 2.0091 -3.0872
H -5.1279 -0.9742 -2.6264
H -6.2645 0.3598 -2.2659
O 2.9129 1.0340 -1.7083
S 3.1172 0.2917 -0.4895
O 4.4693 0.4292 0.0340
O 2.1163 0.5435 0.5762
C 3.0133 -1.4513 -0.9670
C 4.1981 -1.9379 -1.5055
C 4.2935 -3.2441 -1.9520
C 3.2000 -4.0895 -1.8000
C 2.0259 -3.6161 -1.2520
C 1.8879 -2.2736 -0.8734
P 0.2848 -1.6738 -0.2230
C -0.9270 -2.4822 -1.3342
C -0.6503 -2.7992 -2.6639
C -1.6532 -3.2694 -3.4964
C -2.9479 -3.4169 -3.0212
C -3.2428 -3.0617 -1.7128
C -2.2440 -2.5832 -0.8808
C 0.2384 -2.7457 1.2692
C 1.0338 -2.2978 2.3258
C 1.0887 -3.0007 3.5159
C 0.3658 -4.1772 3.6619
C -0.4115 -4.6393 2.6110
C -0.4787 -3.9308 1.4204
H 5.0358 -1.2563 -1.5617
H 5.2112 -3.6048 -2.3988
H 3.2698 -5.1234 -2.1185
H 1.1811 -4.2811 -1.1207
H 0.3490 -2.6621 -3.0527
H -1.4272 -3.5215 -4.5256
H -3.7293 -3.7915 -3.6724
H -4.2560 -3.1494 -1.3391
H -2.4847 -2.2708 0.1306
H 1.5900 -1.3750 2.2008
H 1.6683 -2.6157 4.3442
H 0.4059 -4.7314 4.5920
H -0.9836 -5.5534 2.7244
H -1.0978 -4.2993 0.6127
O 0.4413 4.6085 -0.7743
C 0.3481 3.4426 -1.1757
O 0.2587 2.4382 -0.3928
C 0.3765 3.1982 -2.6742
C 0.4628 4.3518 -3.4591
C 0.5423 4.3039 -4.8373
C 0.5433 3.0636 -5.4671
C 0.4579 1.9118 -4.7148
C 0.3740 1.9410 -3.3106
S 0.2393 0.3809 -2.5447
H 0.4615 5.2974 -2.9337
H 0.6165 5.2156 -5.4197
H 0.6043 3.0003 -6.5490
H 0.4474 0.9409 -5.1946
C 3.0886 4.9071 2.6254
As 2.5824 3.1228 1.9015
C 3.2084 3.6110 0.1334
C 4.0164 2.0858 2.7362
S 0.7866 2.8196 2.9069
H 4.1070 5.1895 2.3452
H 2.9800 4.9232 3.7091
H 2.3850 5.6253 2.2023
H 4.2866 3.7351 0.2437
H 2.7357 4.5523 -0.1334
H 3.0122 2.8765 -0.6316
H 4.9210 2.6959 2.7583
H 4.2099 1.1900 2.1550
H 3.7157 1.8219 3.7488

Forces on the atoms, in the same order (eV/Å):
V 0.773 -1.817 -0.764
O 0.081 0.090 -0.093
C -0.224 0.010 -0.228
C -0.004 -0.038 0.142
C 0.136 -0.015 -0.085
C -0.230 0.004 0.031
C 0.138 -0.003 -0.008
C 0.023 0.070 0.426
C 0.220 -0.129 -0.925
O -0.455 0.085 2.124
N -0.506 -0.018 0.887
N -1.702 -0.158 -1.075
C 0.118 0.046 0.987
S -0.356 0.047 -0.210
C 0.525 0.050 0.062
C 0.229 -0.078 0.374
S -0.387 0.067 -0.395
H 0.027 -0.029 0.050
H 0.026 0.017 0.003
H -0.011 0.009 0.007
H -0.006 -0.029 -0.018
H 0.000 0.005 -0.032
H 0.040 0.017 -0.031
H -0.125 -0.006 -0.021
H -0.080 0.003 -0.111
H -0.008 -0.023 -0.013
O 0.171 -0.007 0.144
S 1.047 0.114 -0.306
O -0.092 -0.266 0.212
O 0.098 -0.247 -0.396
C -0.362 0.129 0.108
C 0.202 -0.084 -0.128
C -0.174 0.153 0.141
C 0.135 -0.198 -0.111
C -0.044 0.276 0.059
C 0.444 -0.150 -0.047
P -0.054 -1.570 -0.276
C -0.043 0.074 -0.083
C -0.010 -0.055 0.094
C -0.065 -0.091 -0.052
C -0.004 -0.005 0.015
C -0.072 -0.066 0.011
C 0.137 0.012 0.014
C 0.060 -0.043 0.134
C -0.100 0.030 -0.097
C 0.018 -0.104 0.072
C 0.042 0.017 -0.028
C -0.061 -0.111 0.068
C 0.053 0.132 -0.049
H 0.051 -0.063 -0.026
H 0.027 -0.005 0.020
H -0.023 -0.022 0.025
H -0.007 -0.031 -0.047
H 0.000 0.014 -0.015
H 0.036 0.046 -0.011
H -0.003 0.015 -0.011
H -0.007 0.052 0.021
H -0.062 0.020 -0.020
H 0.002 0.023 0.070
H 0.050 0.026 -0.021
H -0.022 0.023 0.020
H 0.010 -0.008 -0.021
H -0.002 -0.004 -0.005
O -0.024 -0.099 -0.076
C -0.082 0.118 0.080
O 0.338 3.224 -0.280
C 0.103 0.055 -0.104
C -0.068 -0.035 -0.027
C 0.050 0.068 -0.052
C -0.052 -0.017 -0.063
C -0.039 0.094 -0.030
C 0.090 -0.051 0.085
S -0.106 -0.158 -0.703
H 0.026 -0.013 0.024
H -0.022 0.019 0.022
H 0.012 -0.021 -0.006
H 0.035 -0.015 -0.011
C 0.000 -0.127 -0.083
As 0.989 1.501 1.440
C -0.189 -0.242 -0.253
C -0.011 -0.147 -0.323
S -0.299 -0.095 -0.108
H 0.013 -0.031 -0.039
H -0.011 -0.157 -0.020
H -0.007 -0.041 -0.029
H -0.003 -0.044 0.137
H -0.101 -0.022 0.090
H -0.089 -0.073 -0.120
H -0.022 0.037 -0.028
H -0.001 -0.065 -0.031
H -0.149 0.138 -0.055